Record 1
C9H14Cl2N6O2V as an isolated structure. Source: OMol25; level of theory: wB97M-V/def2-TZVPD.

Structure (XYZ):
```
34
Properties=species:S:1:pos:R:3:mulliken_charge:R:1
V -0.038 -0.456 -0.059 0.918
N 3.767 1.114 -0.615 -0.103
C 4.298 -0.146 -0.440 -0.585
C 3.246 -0.963 -0.178 -0.364
N 2.080 -0.224 -0.189 0.090
C 2.440 1.023 -0.453 0.180
C 1.392 2.037 -0.534 0.075
N 0.135 1.649 -0.379 0.060
C -0.637 2.789 -0.470 -0.419
C 0.172 3.858 -0.677 -0.558
N 1.461 3.362 -0.713 -0.095
H 4.302 1.941 -0.829 0.204
H 5.355 -0.335 -0.515 0.417
H 3.258 -2.018 0.030 0.450
H -1.708 2.758 -0.378 0.497
H -0.035 4.906 -0.803 0.419
H 2.290 3.916 -0.861 0.196
C -4.775 -1.054 -0.564 -0.622
O -3.773 -2.094 -0.798 -0.393
C -2.529 -1.786 -0.620 0.881
O -2.107 -0.661 -0.302 -0.616
N -1.695 -2.841 -0.799 -0.074
N -0.308 -2.583 -0.835 -0.542
H -5.721 -1.580 -0.605 0.255
H -4.699 -0.315 -1.355 0.310
H -4.610 -0.611 0.413 0.297
H -2.056 -3.711 -1.166 0.268
H 0.018 -2.661 -1.798 0.319
H 0.165 -3.309 -0.302 0.285
Cl -0.146 -1.608 2.158 -0.070
C 0.058 -0.401 3.526 -0.346
Cl 0.403 1.198 2.936 -0.063
H 0.883 -0.779 4.117 0.380
H -0.886 -0.417 4.056 0.350
```

Properties
spin multiplicity	4
LUMO energy (alpha / beta)	-6.09 / -6.00	eV
total charge	+2
highest occupied orbital energy (alpha / beta)	-14.780 / -14.963	eV
frontier orbital gap (alpha / beta)	8.69 / 8.96	eV



Record 2
A 2-piece molecular cluster, C3H9O2 overall. Source: OMol25; level of theory: wB97M-V/def2-TZVPD.

Structure (XYZ):
```
14
Properties=species:S:1:pos:R:3:mulliken_charge:R:1
C 0.584 -0.079 2.560 -0.568
O 0.126 0.574 1.409 -0.568
H 1.643 -0.347 2.433 0.191
H -0.098 -0.986 2.723 0.201
H 0.493 0.572 3.426 0.186
C -0.563 0.698 -1.417 -0.424
O -1.591 0.602 -0.462 -0.819
C 0.015 -0.649 -1.860 -0.904
H 0.278 1.286 -1.030 0.249
H -0.945 1.099 -2.374 0.295
H -0.485 0.292 0.463 0.369
H 0.456 -1.159 -0.984 0.253
H 0.837 -0.603 -2.574 0.307
H -0.749 -1.299 -2.313 0.233
```

Properties
LUMO energy	4.36	eV
energy relative to the best compared isomer or geometry (same formula, charge and spin)	143.3	kJ/mol
total charge	-1
highest occupied orbital energy	-3.292	eV
frontier orbital gap	7.66	eV



Record 3
One molecule with the formula C5H10N2O3. Source: OMol25; level of theory: wB97M-V/def2-TZVPD.

Structure (XYZ):
```
20
Properties=species:S:1:pos:R:3:mulliken_charge:R:1
C -1.234 0.731 0.337 -0.547
C -0.036 1.336 -0.255 1.110
C 0.453 -1.017 1.195 0.521
C 0.402 0.976 -1.728 -1.313
C 0.438 -1.963 0.085 -1.100
N 1.226 1.009 0.463 -0.238
N 1.356 0.003 1.171 -0.333
O -2.105 -0.065 -0.358 -0.492
O -0.097 2.759 -0.279 -0.576
O 0.068 -1.427 2.462 -0.517
H -1.432 1.271 1.306 0.345
H -0.191 1.644 -2.302 0.403
H 0.276 -0.125 -1.764 0.272
H 1.485 1.286 -1.853 0.404
H 0.782 -1.430 -0.742 0.284
H -0.510 -2.426 -0.096 0.355
H 1.306 -2.736 0.104 0.332
H -2.839 -0.501 0.222 0.370
H 0.837 3.039 -0.376 0.358
H -0.183 -2.365 2.408 0.364
```

Properties
LUMO energy (alpha / beta)	0.24 / 0.33	eV
energy relative to the best compared isomer or geometry (same formula, charge and spin)	652.9	kJ/mol
total charge	0
highest occupied orbital energy (alpha / beta)	-7.437 / -6.942	eV
frontier orbital gap (alpha / beta)	7.68 / 7.27	eV



no.,E (hartree)
1,-2694.32750
2,-270.13116
3,-531.55635